Below is 13 unconnected molecules or ions with the total composition C52H78O39, with properties calculated with ωB97M-V/def2-TZVPD.

## Properties
ΔE to the lowest compared entry with this formula, charge and spin: 200.4 kcal per mole
largest force on an atom: 5.29 eV Å⁻¹
gap between HOMO and LUMO: 10.4 eV
highest occupied orbital energy: -10.550 eV
LUMO level: -0.18 eV

CARTESIAN COORDINATES (ANGSTROEM)
O 1.3661 1.4037 -12.4304
C -4.6226 3.2577 8.3015
H -1.2707 -5.4163 -3.4029
H -0.4003 9.6430 -4.9719
H -7.6440 1.7499 7.3484
C 1.4654 9.4960 8.6423
C -3.6645 -7.2203 9.0037
O 4.8208 -3.9084 -10.9906
C -8.1531 -2.9735 0.6018
C 6.1930 3.8078 -4.6492
C 1.8878 -8.4042 1.6991
C 4.8857 -4.7822 -12.1093
H -4.2307 -5.1666 9.3045
C -1.0290 -5.9335 -5.5078
H 5.1265 4.0311 -4.6210
H 6.2408 2.7557 -4.3684
O -4.8887 -8.4808 11.8710
H 0.0739 8.3301 -7.7061
C 0.1994 1.8650 -10.5284
H 9.3553 -7.1623 6.3611
C -0.9844 -7.4915 -5.3437
C -3.9277 -5.8349 8.4985
H -7.4687 -1.7158 -1.0606
O 8.0024 -3.2467 4.0136
O -1.7709 10.7420 2.6190
H 1.9329 -5.0419 -12.4995
O 0.3229 0.6874 2.6419
O 4.0459 -4.0958 -8.8198
O 7.8098 -5.2382 4.9888
H 7.9070 -4.4391 8.0826
H -6.4351 2.8346 9.3469
H 7.8061 -7.7876 5.7489
C -10.2592 -3.8935 0.6322
H -2.5442 9.7503 -6.5851
O 0.2993 7.5340 11.3612
H -6.2629 0.7917 7.6374
C 0.2337 9.0318 -5.6143
H 2.6527 7.9316 6.4982
H -2.7304 -5.7710 -4.2056
C -1.7732 -5.2728 -4.3594
H -3.5484 -8.0063 8.2575
H -3.5888 8.3161 0.1608
C -2.5870 9.9235 2.2294
O 5.6357 5.6835 -0.5865
H -4.9683 8.1953 2.7326
O 0.7712 9.2084 9.8916
H 8.0076 -7.5131 7.4448
O -9.1989 -3.5036 -0.1360
C -7.6055 -1.6927 0.0205
H 6.5672 -5.8594 6.5551
C -0.1418 -7.5671 2.1089
C 7.6063 -5.6760 6.2818
H 0.7294 0.7921 -8.6199
H 3.9649 -8.3417 1.2320
H 2.8473 0.3306 -0.5530
O 0.4715 7.8466 -4.9351
O -1.7486 -5.7837 -6.6841
H -9.1374 -1.7988 2.1018
O 6.3322 6.6042 -2.5145
H -2.3466 6.3637 0.8241
C 2.0151 7.4561 7.2435
H -1.1137 10.5518 -7.1580
O -2.8925 -7.9402 11.0073
C -2.4429 -7.1917 9.9244
O -1.3490 -7.3629 1.9468
O -6.6749 4.1194 7.8287
H 4.3483 -6.7874 -11.9074
H -0.0246 2.8704 -10.1721
C 1.6617 -0.4392 1.1553
C 2.5670 -5.8953 -12.7395
H 1.8552 -9.4932 1.6656
C 3.0792 -7.7748 0.9451
H -7.3518 -3.7109 0.5546
O -2.2941 8.9586 1.3791
C -1.6962 9.6363 -7.2604
H 2.3824 6.4316 7.3034
C -4.2521 -8.0140 10.9768
O 0.6917 -7.9437 1.1123
O -0.6235 1.5032 -11.6160
H 1.9347 -6.7729 -12.6057
H -2.7986 6.4953 2.4840
H 6.0997 6.3678 -4.5532
O -0.3038 5.7402 -5.0521
O 0.4245 -7.6550 3.3019
C -0.3209 6.8875 -5.3849
H -8.2260 -3.0650 2.7286
H 0.0110 -5.6646 -5.6928
H 8.0974 4.3624 -3.7115
O 3.5159 -5.6488 -10.4274
H 2.0512 2.8025 -11.0956
H 5.8698 -5.2445 -12.1862
C -6.5555 1.8052 7.3628
C 0.0067 1.2916 -12.6863
O -4.6090 4.6669 8.2588
H 2.4081 -7.0136 3.3652
C -1.7768 -6.9129 -7.3999
H 1.1594 9.5238 -5.9130
O -4.7236 -7.5699 9.8753
C -0.5715 8.5590 -6.8581
H -4.2100 2.8901 9.2411
O -1.4293 -0.7674 2.5110
O -6.2841 6.3165 8.0151
H 2.3162 -1.0763 1.7501
C 8.2716 -7.1118 6.4663
C -4.5104 8.8634 2.0032
O 8.2727 -3.5296 6.2265
O 1.5116 7.2442 9.4213
O 0.4512 -1.0757 1.3192
C 3.7937 -5.8515 -11.8406
H 1.0051 7.5310 6.8404
H 3.1618 8.2343 8.9488
C 1.4592 0.9103 1.9162
C 6.8370 6.1730 -3.7744
O -1.0820 7.3306 -6.4065
C 8.3431 -4.6546 7.1072
O -0.4636 1.0903 -13.7832
O -2.2818 -6.9580 -8.5558
H 2.9607 -7.7581 -0.1383
C 7.0525 4.6558 -3.6107
H 2.1969 10.3037 8.6636
C 2.1440 8.1239 8.5746
H 2.2447 1.1431 -10.5536
H 9.3160 -5.1068 7.2996
H -5.2983 9.2123 1.3358
H -8.2070 -0.8223 0.2827
O -3.8598 9.9382 2.5508
C 0.8079 7.9878 10.3205
H -1.6258 -7.7354 9.4501
H 0.7953 9.6998 7.8071
H -1.7209 -7.8077 -4.6050
C -3.4635 8.1882 1.2360
C -8.8959 -2.8421 1.8981
H 4.6078 -4.2552 -13.0220
H 1.0881 0.0401 -0.8086
H -4.0484 6.0687 1.2741
C -6.0916 2.8826 8.3135
H 7.6991 6.7919 -4.0228
H 2.1696 -8.6991 3.8107
C 1.5863 1.8167 -11.1022
H 2.3378 -1.2496 -0.7773
H -2.0100 -4.2372 -4.6035
O -9.9656 -3.6793 1.9150
C 6.1200 5.6117 -1.7274
H 1.2147 1.7782 1.3038
H -2.1785 -6.2123 10.3232
H -2.0094 9.5503 -8.3009
H -6.6504 -1.4790 0.5005
C -0.0747 0.8823 -9.3503
C 4.1542 -4.4808 -9.9867
H -0.2435 -0.0641 -9.8638
H 2.2783 1.1439 2.5964
C -3.1649 6.6752 1.4733
C -5.8931 5.1330 8.0216
O -1.3024 -7.9776 -6.6708
H -4.6269 -5.8633 7.6627
O 6.4557 4.4472 -2.3273
H -4.1031 2.6952 7.5257
C 7.9882 -3.9345 5.0212
C 1.8266 -7.9084 3.1433
H 2.8140 -5.6520 -13.7729
O -11.2421 -4.5328 0.2265
H 6.5309 3.8613 -5.6841
H 3.3623 -6.7978 1.3369
H -1.0219 1.1255 -8.8689
H -6.1276 2.0163 6.3828
H -2.9745 -5.4187 8.1726
C -0.3063 -0.3978 2.1524
C 1.9992 -0.3160 -0.3279
H -0.0136 -7.9209 -5.0960

Force components x, y, z for each atom (eV/Å):
O -0.012 -0.479 -1.120
C -0.152 -1.481 0.918
H 0.347 0.450 -0.123
H 0.172 0.427 -0.115
H 0.021 0.355 -0.263
C 0.017 -2.100 0.735
C 0.627 1.267 0.114
O 0.287 0.304 0.347
C 0.283 0.114 -0.197
C 0.629 0.010 0.914
C 1.599 1.062 -0.645
C -1.297 -0.294 -0.584
H -0.390 -0.273 0.010
C 0.687 -1.922 1.466
H 0.091 0.510 0.158
H 0.259 -0.037 0.099
O -0.031 0.120 0.060
H 0.054 0.318 -0.127
C -0.098 -0.216 2.552
H -0.059 0.380 -0.166
C 0.032 0.233 -0.349
C 0.371 0.093 -0.982
H -0.005 -0.246 0.115
O -0.284 -0.893 1.948
O -1.442 -1.285 -0.477
H -0.168 0.118 0.360
O -2.060 -0.871 1.145
O 0.603 -0.761 -3.631
O -0.930 -1.011 -1.059
H -0.187 0.288 -0.277
H -0.205 -0.609 -0.060
H 0.138 -0.008 -0.123
C -2.235 -3.372 -2.148
H 0.136 -0.565 0.073
O 1.530 1.685 -3.418
H 0.408 0.104 0.262
C -0.927 0.717 -1.295
H 0.105 0.200 -0.088
H -0.117 -0.127 -0.344
C -0.042 -0.154 -0.211
H -0.199 0.210 -0.204
H -0.871 -0.459 -0.163
C 3.406 2.975 0.920
O 1.503 -0.267 -3.368
H 0.089 0.249 0.408
O -1.003 4.017 0.185
H 0.018 0.164 0.159
O -2.569 -0.718 -2.101
C 0.092 0.683 0.480
H -0.318 0.655 -0.367
C -4.500 -0.656 -1.231
C 1.271 -3.867 2.000
H -0.019 0.202 -0.160
H 0.140 -0.398 -0.427
H -0.222 0.495 0.393
O 1.096 -0.595 1.105
O -0.458 0.301 -1.261
H -0.659 0.156 -0.361
O 0.355 2.122 -1.242
H -0.188 0.056 -0.206
C 1.266 0.268 -1.308
H -0.206 0.395 -0.293
O -0.242 -0.781 1.194
C -0.083 -0.596 -0.402
O 3.383 0.008 0.329
O -1.684 -1.120 -0.338
H -0.420 -0.347 0.091
H -0.351 0.089 -0.438
C 2.185 0.985 -0.012
C -0.278 1.426 0.640
H 0.278 -0.026 -0.128
C 0.391 -0.839 0.838
H 0.052 -0.205 0.532
O 0.569 -0.256 0.899
C 2.066 -0.768 0.238
H -0.376 -0.061 0.010
C 0.754 -1.715 3.041
O -0.757 0.747 0.506
O -3.042 0.734 2.849
H 0.406 -0.109 -0.221
H -0.281 0.073 0.202
H -0.228 0.048 0.160
O -0.097 0.557 0.505
O 0.807 0.286 0.849
C -0.113 -1.881 -0.893
H -0.086 -0.378 0.196
H -0.075 0.852 0.262
H -0.032 -0.104 0.689
O 0.611 1.301 -0.275
H 0.058 0.026 -0.139
H 0.004 0.269 0.052
C 0.021 -0.450 0.409
C 2.220 -0.161 -4.024
O -0.282 0.982 -0.291
H -0.152 0.142 -0.265
C -2.432 -0.808 -3.963
H -0.041 0.000 0.347
O -1.243 0.602 -2.146
C -1.425 1.880 0.134
H 0.379 0.406 0.060
O 2.870 1.191 -0.978
O 2.046 -3.839 -0.090
H 0.850 0.266 -0.368
C -1.130 0.707 -0.243
C -2.112 -0.896 -0.312
O 0.802 1.118 2.196
O -1.406 -0.340 2.334
O -1.661 -0.635 -0.721
C 1.164 -0.669 0.452
H -0.098 -0.302 0.328
H 0.325 -0.083 -0.372
C 1.457 0.273 -1.123
C 0.090 0.186 -0.720
O -0.626 -0.321 0.117
C -0.772 -0.518 0.330
O 0.809 -0.019 1.560
O 2.402 -0.228 4.704
H -0.028 -0.089 0.188
C -1.996 -0.098 -1.681
H -0.263 0.032 0.800
C 1.298 0.166 -2.367
H -0.021 -0.277 -0.259
H 0.615 1.000 -0.358
H -0.154 0.083 0.132
H -0.391 -0.083 -0.209
O -0.604 1.402 1.636
C -0.938 -3.302 2.783
H 0.311 0.444 0.148
H -0.466 -0.184 0.370
H -0.175 -0.287 -0.247
C 1.435 -3.067 -3.263
C 3.592 2.094 2.969
H 0.436 0.349 0.117
H 0.199 0.046 -0.286
H 0.023 0.048 0.029
C -0.508 0.849 -0.383
H 0.216 -0.325 0.207
H -0.358 0.096 0.236
C 0.473 0.225 0.043
H -0.529 -0.304 0.177
H 0.344 0.079 0.323
O -1.418 -0.432 -0.289
C -1.837 -1.668 4.282
H 0.640 -0.038 -0.557
H 0.200 0.200 -0.549
H -0.080 -0.169 0.196
H 0.240 -0.173 -0.154
C -0.403 0.101 -1.352
C -1.649 -0.822 2.802
H 0.230 -0.364 0.369
H 0.083 0.002 -0.203
C 0.136 1.074 0.211
C 0.006 3.961 0.397
O -0.480 1.308 -0.382
H -0.079 0.415 0.164
O 0.701 -0.715 0.415
H 0.257 0.839 -0.554
C 0.824 1.978 -4.035
C -0.115 -0.656 -0.019
H 0.278 -0.751 -0.130
O 3.117 2.558 1.167
H 0.238 0.324 0.096
H -0.682 0.327 -0.239
H 0.158 0.123 0.129
H -0.299 0.003 -0.088
H 0.002 0.015 -0.461
C -4.131 -1.167 2.290
C 0.322 -0.220 0.245
H -0.024 0.306 0.121